This record from OMol25 describes one molecule with the formula CH2NOPS. The level of theory is ωB97M-V/def2-TZVPD.

Output
- HOMO-LUMO gap (spin up / spin down): 7.89 / 6.82 eV
- Spin multiplicity: 1
- Net charge: 0
- E: -908.662411 Eh
- ΔE to the lowest compared entry with this formula, charge and spin: 40.58 kcal per mole

The geometry in XYZ format:
```
7
CH2NOPS ωB97M-V/def2-TZVPD
C -0.217 -0.843 -0.877
N 0.790 1.159 -0.076
O 0.147 -0.103 0.183
P -0.227 -0.558 -2.523
S 2.422 1.178 -0.342
H -0.579 -1.798 -0.502
H 0.462 1.772 0.662
```

Here are the Mulliken charges for atoms 1 to 4, given in e: number 1, C, carries 0.011; number 2, N, carries -0.263; number 3, O, carries -0.226; number 4, P, carries -0.090

This record from OMol25 describes one molecule with the formula C4H5FS in a non-equilibrium geometry. The level of theory is ωB97M-V/def2-TZVPD.

Output
- HOMO-LUMO gap: 8.90 eV
- SMILES: FC1=CSCC1
- Spin multiplicity: 1
- Net charge: 0
- E: -653.431155 Eh
- ΔE to the lowest compared entry with this formula, charge and spin: 6.14 kcal per mole

The geometry in XYZ format:
```
11
C4H5FS ωB97M-V/def2-TZVPD
F 2.353 -0.271 -0.074
C 1.035 -0.145 0.044
C 0.153 -1.110 0.020
S -1.526 -0.558 0.004
C -1.006 1.167 -0.108
C 0.491 1.207 0.101
H 0.337 -2.240 0.046
H -1.528 1.652 0.718
H -1.250 1.708 -1.070
H 0.643 1.660 1.147
H 0.997 1.876 -0.588
```

Here are the Mulliken charges for atoms 1 to 4, given in e: number 1, F, carries -0.269; number 2, C, carries 0.257; number 3, C, carries -0.282; number 4, S, carries -0.174

Look up the ΔE to the lowest compared entry with this formula, charge and spin of the first one.
40.58 kcal per mole

Which of these has the highest E?
C4H5FS

Look up the ΔE to the lowest compared entry with this formula, charge and spin of the second one.
6.14 kcal per mole

Number 1 is which compound?
CH2NOPS